1.
C6H6FN2O2 | ωB97M-V/def2-TZVPD

Cartesian coordinates (Å):
C 0.03496 0.44400 1.90225
C -2.90401 -1.07724 0.41138
H 0.35483 0.09684 2.87731
F -3.32506 -1.21619 1.69020
C 1.17002 -0.72708 -0.02461
C 0.63913 -1.64125 -0.97161
H -3.05105 -1.98959 -0.28592
N -0.66564 -1.81234 -0.72868
O -2.41482 1.14438 -0.54560
N -0.93772 -1.15500 0.30953
C -3.25904 0.26430 -0.41989
H 1.06199 -2.19073 -1.78041
C 0.04610 -0.40693 0.78739
H 2.17594 -0.40500 0.13876
H -0.87508 0.89568 2.16177
O -4.34646 0.06709 -1.00970
H 0.73996 1.28515 1.82758

Summary:
charge	-1
LUMO energy	3.771	eV
highest occupied orbital energy	-0.179	Eh
HOMO-LUMO gap	8.64	eV
multiplicity	1



2.
C6H6I2N2O | ωB97M-V/def2-TZVPD

Cartesian coordinates (Å):
H 2.23314 -0.14591 3.40518
O 1.67583 1.12464 1.62700
N -1.49731 0.14309 -0.64000
C 0.02052 -0.25822 1.18077
C 1.60707 0.07011 2.56010
C -1.10255 -0.84727 0.38726
I -0.67969 -2.79597 -0.61434
H -1.90855 -1.01830 0.94166
H 0.96999 -0.82116 -1.66803
H -0.49537 1.88872 -1.27078
I -3.17610 1.18029 -0.07215
H 1.32147 0.75657 -2.55996
C 0.64041 0.83819 0.75199
H -0.11505 -0.33417 -2.94897
N 0.61282 -0.70016 2.37884
C 0.46224 0.06999 -2.13304
C -0.56886 0.84957 -1.32554

Summary:
charge	0
LUMO energy (alpha / beta)	-1.102 / -1.102	eV
highest occupied orbital energy (alpha / beta)	-0.317 / -0.317	Eh
HOMO-LUMO gap (alpha / beta)	7.53 / 7.53	eV
multiplicity	1



3.
C6H6I2S2 | ωB97M-V/def2-TZVPD

Cartesian coordinates (Å):
H 0.47096 -0.99044 -1.35706
C 1.42155 1.91788 0.24396
H -1.51363 0.03179 -2.14310
C 0.23901 -0.00261 -0.97897
I -3.95091 -0.66145 -0.45869
S -0.19276 2.52696 0.81481
C 1.27387 0.61012 -0.41704
C -1.14303 0.42527 -1.11053
S -1.16913 2.22220 -0.98452
I 3.20414 -0.52991 -0.48461
H -0.54720 -0.15149 1.73013
H -2.21778 -0.70157 2.27604
H 2.13902 2.05060 1.04539
H 1.82107 2.53909 -0.52186
C -2.10704 -0.03406 0.18054
C -1.62891 -0.33647 1.38617

Summary:
charge	0
LUMO energy	-0.057	eV
highest occupied orbital energy	-0.330	Eh
HOMO-LUMO gap	8.92	eV
multiplicity	1



4.
C6H6N | ωB97M-V/def2-TZVPD

Cartesian coordinates (Å):
H -3.37231 -0.19518 0.34233
C 2.26641 -0.73511 0.05904
C -2.33721 -0.27127 0.10732
C -0.38096 1.30855 -0.35298
H 0.33571 2.07531 -0.32152
H 2.84991 -0.27763 -0.77838
H -2.29454 1.90058 0.15042
C -0.18008 -1.17891 -0.18395
H 2.68886 -1.67723 0.40100
H 2.66094 -0.12022 0.84000
C -1.60606 1.08604 -0.05705
N 0.85989 -0.65865 -0.09595
C -1.49056 -1.25627 -0.11028

Summary:
charge	+1
LUMO energy (alpha / beta)	-6.424 / -6.402	eV
highest occupied orbital energy (alpha / beta)	-0.512 / -0.512	Eh
HOMO-LUMO gap (alpha / beta)	7.51 / 7.54	eV
multiplicity	1



5.
C6H6N | ωB97M-V/def2-TZVPD

Cartesian coordinates (Å):
H 0.08811 0.78195 2.43790
C -0.53469 0.45290 0.48312
H -1.38541 1.20602 0.42090
C 0.49816 0.99673 -1.83317
H -1.70257 -1.01253 -0.74135
C -0.77260 -0.84947 -0.40936
H 0.80347 1.93650 -1.31404
C 1.29812 -2.00727 1.78878
C 0.01305 0.10281 -1.05663
N 0.90512 -0.92841 1.58296
H 0.92038 0.87462 -2.86640
H -0.38243 -1.74249 -0.02219
C 0.25130 0.18863 1.52947

Summary:
charge	+1
LUMO energy	-6.555	eV
highest occupied orbital energy	-0.585	Eh
HOMO-LUMO gap	9.36	eV
multiplicity	1



6.
C6H6N | ωB97M-V/def2-TZVPD

Cartesian coordinates (Å):
C -0.36145 -0.37054 -0.13040
H -0.43069 -2.53027 -2.32849
C -1.30280 0.41655 0.56875
H 1.06069 2.00656 0.62611
H 1.32980 -2.27246 -2.51076
C 0.78176 1.16734 1.10383
H -2.28119 0.41109 0.33280
C 0.94182 0.03094 0.18804
H 1.28123 0.95717 1.95716
H -1.03677 1.92943 2.04686
N -0.64024 1.23816 1.34797
C 0.39770 -1.90642 -2.08499
C 0.26013 -1.07756 -1.11688

Summary:
charge	+1
LUMO energy	-5.364	eV
highest occupied orbital energy	-0.509	Eh
HOMO-LUMO gap	8.49	eV
multiplicity	1



7.
C6H6N | ωB97M-V/def2-TZVPD

Cartesian coordinates (Å):
H -2.63083 -0.42960 -0.88574
H -1.49695 2.12605 -0.05714
H -2.65984 -0.39841 0.89072
C -2.04354 -0.22029 0.00872
C 1.23108 -0.08298 0.01414
C 0.55517 -1.43430 -0.01125
H 0.92302 -2.44111 -0.06552
C -0.64867 -0.82789 0.03927
C 2.39202 0.54251 0.01235
N -0.11712 0.48326 0.04651
H 3.31564 -0.00943 -0.02131
H 2.44652 1.61754 0.03326
C -1.26649 1.07465 -0.00399

Summary:
charge	+1
LUMO energy	-5.032	eV
highest occupied orbital energy	-0.527	Eh
HOMO-LUMO gap	9.32	eV
multiplicity	1



8.
C6H6N | ωB97M-V/def2-TZVPD

Cartesian coordinates (Å):
C -0.10353 -0.51322 2.92306
H -1.49449 0.63151 -1.89305
H 0.89987 -0.37778 -2.63405
H 0.54890 -0.00121 3.57192
C -0.28727 -0.25897 1.69353
C 0.69936 -0.60176 -0.55289
C -0.17106 0.17256 0.38215
C 0.50894 0.02765 -1.70413
N -0.99303 1.04090 -0.26285
H 1.40125 -1.38859 -0.55706
H -0.59705 -1.38426 3.32258
C -0.53079 1.06786 -1.58674
H -0.25021 1.97214 -2.22783

Summary:
charge	+1
LUMO energy (alpha / beta)	-7.418 / -7.417	eV
highest occupied orbital energy (alpha / beta)	-0.547 / -0.547	Eh
HOMO-LUMO gap (alpha / beta)	7.47 / 7.47	eV
multiplicity	1